# C30H78AsF8N7NiO11S2

C30H78AsF8N7NiO11S2 as an isolated structure at a distorted geometry (ωB97M-V/def2-TZVPD, the Open Molecules 2025 dataset).

The spin multiplicity is 3. Its expectation value of S² is 2.00. The calculation puts the frontier orbital gap (alpha / beta) at 7.74 / 7.71 eV. As for the HOMO energy (alpha / beta): -8.34 / -8.34 eV.

Cartesian coordinates (Å):
1 As -35.805 -17.435 2.050
2 Ni -32.038 -17.832 2.789
3 S -30.937 -20.894 2.408
4 S -32.355 -20.223 0.463
5 F -37.487 -17.251 1.878
6 F -35.559 -17.544 0.363
7 F -35.541 -15.726 1.943
8 F -35.928 -19.144 2.161
9 F -33.046 -18.864 -0.010
10 F -35.917 -17.315 3.787
11 F -30.680 -20.355 3.869
12 F -34.042 -17.578 2.309
13 O -30.034 -17.733 3.265
14 O -29.846 -19.085 -4.537
15 O -31.669 -22.084 2.584
16 O -29.086 -22.559 6.983
17 O -38.690 -22.450 2.882
18 O -32.962 -18.631 4.521
19 O -33.400 -21.171 0.449
20 O -25.801 -22.328 -0.604
21 O -29.647 -20.958 1.832
22 O -32.623 -26.354 1.108
23 O -31.298 -20.346 -0.486
24 N -31.517 -16.566 1.216
25 N -27.728 -17.346 -6.972
26 N -31.828 -19.619 1.876
27 N -27.277 -23.441 1.622
28 N -29.973 -22.693 8.083
29 N -32.486 -16.060 3.916
30 N -36.582 -22.620 0.814
31 C -30.993 -20.386 7.761
32 C -39.798 -22.637 3.727
33 C -28.158 -23.619 9.383
34 C -32.269 -16.517 5.333
35 C -29.230 -18.028 4.399
36 C -33.781 -19.826 4.565
37 C -33.193 -17.694 5.547
38 C -36.598 -23.324 2.090
39 C -27.605 -23.671 0.199
40 C -30.219 -22.895 10.509
41 C -29.100 -23.895 0.083
42 C -30.173 -18.818 -3.199
43 C -35.835 -22.453 3.080
44 C -28.339 -19.735 -6.979
45 C -29.472 -15.903 0.025
46 C -29.257 -22.562 9.358
47 C -37.996 -23.637 2.600
48 C -32.624 -15.400 6.310
49 C -32.129 -22.271 9.000
50 C -31.541 -22.151 10.411
51 C -32.785 -24.954 1.271
52 C -29.358 -16.884 2.330
53 C -28.735 -18.341 -6.525
54 C -25.327 -21.174 -1.246
55 C -30.072 -16.911 1.001
56 C -27.206 -22.464 -0.638
57 C -31.860 -22.440 6.603
58 C -28.872 -18.205 -5.029
59 C -31.174 -21.905 7.858
60 C -28.646 -21.171 9.616
61 H -29.705 -23.108 0.533
62 H -36.757 -23.236 0.029
63 H -31.245 -16.828 5.528
64 H -28.000 -22.800 1.944
65 H -27.617 -22.474 -1.657
66 H -27.506 -23.648 8.509
67 H -27.654 -21.572 -0.164
68 H -24.323 -20.996 -0.859
69 H -32.462 -15.743 7.335
70 H -31.481 -21.091 10.680
71 H -29.847 -18.533 5.140
72 H -26.430 -22.878 1.639
73 H -29.131 -17.165 -4.765
74 H -33.458 -15.741 3.959
75 H -33.054 -21.699 8.893
76 H -28.420 -16.149 -0.142
77 H -27.857 -21.256 10.365
78 H -39.545 -23.277 4.580
79 H -34.796 -19.529 4.315
80 H -35.677 -22.200 0.639
81 H -28.322 -17.226 2.230
82 H -33.362 -20.572 3.901
83 H -37.809 -24.147 3.560
84 H -28.174 -20.843 8.686
85 H -25.213 -21.337 -2.326
86 H -29.960 -17.893 0.539
87 H -29.447 -24.124 -0.927
88 H -28.308 -19.744 -8.074
89 H -31.748 -26.527 0.751
90 H -29.282 -18.685 -2.567
91 H -28.603 -24.614 9.447
92 H -31.894 -23.530 6.580
93 H -27.883 -18.359 -4.566
94 H -29.229 -15.862 2.720
95 H -27.091 -24.542 -0.215
96 H -34.254 -17.418 5.563
97 H -33.677 -15.120 6.238
98 H -29.377 -24.800 0.637
99 H -35.630 -22.964 4.027
100 H -40.101 -21.645 4.055
101 H -32.095 -24.555 2.023
102 H -33.787 -24.762 1.645
103 H -30.806 -17.927 -3.105
104 H -30.677 -19.693 -2.795
105 H -31.990 -15.169 3.861
106 H -29.355 -20.422 9.958
107 H -40.633 -23.090 3.175
108 H -25.979 -20.311 -1.077
109 H -29.536 -14.868 0.364
110 H -29.973 -15.995 -0.939
111 H -28.459 -18.756 4.138
112 H -32.288 -22.573 11.088
113 H -28.186 -16.438 -6.897
114 H -28.884 -23.465 6.731
115 H -28.805 -17.133 4.858
116 H -36.426 -21.579 3.368
117 H -30.405 -23.971 10.519
118 H -38.564 -24.292 1.930
119 H -29.715 -22.619 11.438
120 H -32.426 -23.324 8.949
121 H -32.974 -18.129 6.532
122 H -29.715 -18.162 -6.990
123 H -36.055 -24.284 2.074
124 H -32.891 -22.113 6.456
125 H -33.710 -20.175 5.598
126 H -32.001 -14.518 6.152
127 H -29.075 -20.484 -6.697
128 H -30.015 -20.120 7.356
129 H -31.748 -20.002 7.064
130 H -27.684 -17.454 -7.984
131 H -27.342 -20.000 -6.622
132 H -27.487 -23.454 10.228
133 H -31.488 -15.614 1.574
134 H -31.301 -22.122 5.718
135 H -31.130 -19.816 8.680
136 H -34.901 -22.046 2.688
137 H -32.586 -24.380 0.362
138 H -31.942 -16.474 0.296

Mulliken atomic charge list, values in e, 8 entries:
1. As 2.152
2. Ni 1.198
3. S -0.322
4. S 0.316
5. F -0.488
6. F -0.465
7. F -0.529
8. F -0.323

=====

# C30H78BMn2O16

C30H78BMn2O16 as an isolated structure at a distorted geometry (ωB97M-V/def2-TZVPD, the Open Molecules 2025 dataset).

The spin multiplicity is 11. Its expectation value of S² is 30.01. The calculation puts the frontier orbital gap (alpha / beta) at 6.94 / 6.95 eV. The total charge is -1. As for the HOMO energy (alpha / beta): -4.96 / -5.13 eV.

Cartesian coordinates (Å):
1 Mn -3.117 -2.088 2.145
2 Mn -1.489 -0.700 -1.200
3 O -1.400 4.630 2.763
4 O 2.805 0.794 6.357
5 O -2.733 -4.024 2.913
6 O 4.700 -0.169 -2.971
7 O 0.339 -0.323 7.421
8 O 2.733 5.332 -5.815
9 O 0.040 0.502 -0.565
10 O 0.850 -6.462 -1.632
11 O 2.496 3.685 -3.438
12 O -1.662 0.560 -3.013
13 O -1.778 -1.182 0.898
14 O 2.401 -5.006 0.616
15 O 2.681 -2.247 -4.129
16 O -4.627 -2.912 1.066
17 O -2.411 6.652 4.829
18 O -3.330 0.490 -0.956
19 C 3.117 5.760 -4.532
20 C -3.945 0.467 -2.253
21 C 2.289 5.062 -3.510
22 C 3.508 -0.233 -2.223
23 C 0.666 -0.435 6.071
24 C -4.882 -2.425 -0.230
25 C 2.901 -5.429 -0.647
26 C -1.069 -3.420 4.672
27 C -0.644 -0.618 1.543
28 C 0.484 -0.035 0.652
29 C 1.627 -2.596 -4.979
30 C -1.253 7.213 4.224
31 C -0.804 -1.063 7.792
32 C 1.239 -4.203 0.631
33 C 3.647 -1.474 -4.792
34 C 3.344 6.081 -6.832
35 C 3.740 -0.215 6.088
36 C -3.113 5.750 4.013
37 C 4.857 -1.225 -3.900
38 C 2.198 -6.631 -1.233
39 C -3.299 1.793 -0.410
40 C -2.981 0.972 -3.331
41 C -2.406 4.443 3.739
42 C 1.613 0.642 5.614
43 C -0.721 0.675 -4.059
44 C -1.030 3.423 2.167
45 C 0.588 -5.288 -2.376
46 C 1.770 3.122 -2.362
47 C -1.839 -4.454 3.866
48 C -6.318 -1.993 -0.445
49 B -1.485 -2.507 -2.473
50 H -3.548 1.739 0.650
51 H 2.832 7.055 -6.869
52 H 0.333 -4.752 0.366
53 H -0.465 6.456 4.237
54 H 0.962 0.755 1.261
55 H 1.079 -3.395 -4.492
56 H -6.638 -1.104 0.108
57 H 2.735 -6.960 -2.140
58 H -3.144 3.744 3.318
59 H 2.400 5.530 -2.513
60 H -0.535 2.717 2.849
61 H 5.665 -0.886 -4.547
62 H 0.623 -4.388 -1.767
63 H -3.441 6.202 3.066
64 H 2.607 -0.088 -2.814
65 H 3.227 5.628 -7.813
66 H -3.000 2.066 -3.424
67 H 3.550 0.599 -1.512
68 H 3.921 -0.337 5.011
69 H 1.331 -5.195 -3.186
70 H 0.241 0.443 -3.606
71 H -3.276 0.533 -4.292
72 H 5.055 -2.169 -3.376
73 H 3.941 -5.660 -0.398
74 H -0.903 -0.977 8.870
75 H 3.217 -0.520 -5.142
76 H 1.281 -0.760 0.404
77 H 1.943 -3.041 -5.937
78 H -6.523 -1.771 -1.503
79 H 4.052 -1.956 -5.698
80 H -0.978 0.250 2.151
81 H -0.199 -0.326 5.392
82 H -0.466 -1.948 -2.615
83 H -1.654 -2.667 5.221
84 H -2.359 -1.749 -2.597
85 H -4.212 -1.574 -0.445
86 H 3.474 -1.089 -1.540
87 H -1.683 -0.823 7.191
88 H -4.016 5.514 4.583
89 H -1.668 -3.483 -3.132
90 H -1.064 -5.082 3.374
91 H -4.133 -0.602 -2.375
92 H 1.080 1.595 5.715
93 H -4.634 -3.272 -0.890
94 H -0.929 8.039 4.850
95 H -1.506 -2.719 -1.330
96 H 4.414 6.222 -6.640
97 H -1.853 2.804 1.788
98 H -0.240 -1.320 2.286
99 H 1.809 0.633 4.532
100 H 1.349 -3.346 -0.047
101 H 1.215 5.275 -3.665
102 H 1.127 -3.820 1.644
103 H -2.018 4.028 4.678
104 H 2.932 6.848 -4.456
105 H -1.479 7.498 3.195
106 H -0.691 1.718 -4.390
107 H -2.329 2.272 -0.569
108 H -7.004 -2.810 -0.198
109 H -0.283 3.532 1.381
110 H 1.741 2.046 -2.480
111 H -4.935 0.924 -2.299
112 H -0.903 -0.029 -4.873
113 H -0.574 -2.134 7.648
114 H 2.160 -7.454 -0.520
115 H -4.024 2.516 -0.806
116 H 1.043 -1.704 -5.219
117 H 2.961 -4.591 -1.359
118 H -0.392 -5.364 -2.836
119 H 4.677 0.024 6.585
120 H 0.746 3.519 -2.337
121 H -0.426 -2.869 3.983
122 H 1.070 -1.437 5.846
123 H 3.408 -1.195 6.458
124 H -0.512 -3.932 5.467
125 H 4.204 5.697 -4.382
126 H -2.298 -5.198 4.550
127 H 2.229 3.388 -1.401

Mulliken atomic charge list, values in e, 8 entries:
1. Mn 0.419
2. Mn -0.641
3. O -0.397
4. O -0.417
5. O -0.561
6. O -0.462
7. O -0.363
8. O -0.263

=====

# C30H78Cl12O24P6

A 12-piece molecular cluster, C30H78Cl12O24P6 overall at a distorted geometry (ωB97M-V/def2-TZVPD, the Open Molecules 2025 dataset).

The calculation puts the frontier orbital gap at 10.37 eV. As for the SMILES: COP(=O)(OC)OC.COP(=O)(OC)OC.COP(=O)(OC)OC.COP(=O)(OC)OC.COP(=O)(OC)OC.COP(=O)(OC)OC.ClCCCl.ClCCCl.ClCCCl.ClCCCl.ClCCCl.ClCCCl. As for the HOMO energy: -10.14 eV.

Cartesian coordinates (Å):
1 Cl -4.071 -3.192 -3.768
2 Cl -1.382 0.273 4.746
3 Cl 3.922 6.074 -0.319
4 Cl -3.983 2.080 5.912
5 Cl -2.638 -3.646 -0.635
6 Cl 3.148 -1.144 0.960
7 Cl 6.185 -2.480 1.772
8 Cl 2.522 -2.014 4.663
9 Cl 2.460 -3.251 -2.021
10 Cl 5.928 -1.542 5.779
11 Cl 4.378 5.097 3.019
12 Cl 0.488 -3.525 -4.860
13 P 4.414 -6.682 2.842
14 P -0.462 -0.286 0.410
15 P -2.826 0.944 -6.327
16 P -0.167 5.547 3.545
17 P -6.950 0.769 -0.671
18 P 2.467 2.394 -1.898
19 O -2.468 0.894 -4.916
20 O 3.322 1.838 -0.837
21 O 3.564 -7.973 2.544
22 O -0.032 5.813 2.011
23 O 3.150 3.031 -3.175
24 O 3.888 -5.942 3.969
25 O 0.692 0.805 0.403
26 O -1.734 0.086 0.995
27 O -8.105 0.180 -1.533
28 O 1.382 1.406 -2.424
29 O -7.324 1.740 0.368
30 O 1.607 3.568 -1.327
31 O 5.870 -7.243 3.027
32 O -2.068 2.111 -7.112
33 O 4.561 -5.866 1.497
34 O 0.502 4.122 3.643
35 O -2.594 -0.308 -7.314
36 O 0.215 -1.526 1.093
37 O -4.336 1.302 -6.470
38 O 0.499 6.520 4.449
39 O -6.386 -0.569 -0.166
40 O -6.005 1.390 -1.773
41 O -0.607 -0.774 -1.076
42 O -1.687 5.344 3.824
43 C 4.180 4.076 1.569
44 C -3.669 1.628 4.212
45 C -4.341 -3.784 -1.075
46 C -2.114 3.351 -6.409
47 C 4.740 -0.506 0.535
48 C 1.843 0.153 -2.942
49 C 3.604 -4.827 1.303
50 C 0.568 4.238 -2.088
51 C -5.066 1.267 -7.698
52 C -2.316 5.996 4.951
53 C -9.181 -0.645 -1.090
54 C 4.963 -2.932 5.292
55 C -5.410 0.772 -2.893
56 C 4.491 3.592 -3.296
57 C 6.968 -6.326 3.175
58 C -2.152 1.642 3.889
59 C -0.455 -2.319 2.077
60 C 4.759 4.624 0.272
61 C 3.536 -2.937 5.791
62 C 2.911 -8.698 3.568
63 C 0.735 -3.826 -2.052
64 C -1.603 -1.264 -6.979
65 C 1.165 1.528 1.588
66 C -4.523 -4.351 -2.462
67 C 0.449 7.036 1.497
68 C 5.710 -0.773 1.733
69 C -0.112 -3.232 -3.183
70 C -5.052 -0.641 0.519
71 C -1.501 -0.023 -1.967
72 C 0.763 3.555 5.006
73 H 5.461 -3.831 5.654
74 H 2.716 0.249 -3.571
75 H 0.826 -4.920 -2.132
76 H -1.576 -0.584 -2.848
77 H 3.073 3.838 1.483
78 H 0.274 -3.551 -1.083
79 H -4.806 0.152 1.222
80 H 2.219 1.379 1.702
81 H 6.641 -5.335 3.412
82 H 1.042 -0.272 -3.563
83 H -10.087 -0.025 -1.236
84 H 0.014 -2.136 -3.044
85 H -3.331 6.114 4.537
86 H 4.516 3.843 -4.358
87 H -4.024 -5.264 -2.699
88 H -1.626 3.242 -5.447
89 H -1.701 -1.959 -7.804
90 H -4.204 2.329 3.619
91 H -2.470 -0.014 -1.450
92 H -5.373 0.243 -7.905
93 H -1.105 -3.643 -3.225
94 H -4.715 -4.407 -0.257
95 H -5.924 1.942 -7.600
96 H 3.153 -3.950 5.795
97 H 5.344 3.040 -2.963
98 H 4.965 -3.055 4.187
99 H 0.256 7.928 2.085
100 H 5.229 -0.387 2.651
101 H 7.658 -6.702 3.895
102 H -9.118 -0.959 -0.057
103 H 4.636 3.905 -0.545
104 H 1.522 6.858 1.457
105 H 0.918 2.495 4.910
106 H -3.130 3.730 -6.363
107 H 0.760 2.521 1.674
108 H -2.345 5.322 5.765
109 H -4.992 -1.602 0.994
110 H 2.299 -9.551 3.175
111 H -9.251 -1.570 -1.682
112 H -0.643 -0.766 -7.107
113 H -1.808 6.919 5.125
114 H 2.688 -5.156 0.821
115 H 4.746 3.115 1.732
116 H 6.668 -0.266 1.570
117 H -4.786 -2.767 -1.030
118 H 2.039 -0.484 -2.095
119 H -1.600 -1.858 -6.067
120 H 5.783 4.905 0.366
121 H 7.543 -6.153 2.258
122 H -4.746 -0.028 -2.615
123 H -1.070 0.908 -2.171
124 H -5.598 -4.483 -2.628
125 H 2.219 -8.030 4.086
126 H 0.028 3.871 5.744
127 H 3.411 -2.484 6.803
128 H 3.363 -4.357 2.234
129 H 1.665 4.015 5.348
130 H -0.094 -1.991 3.054
131 H 4.595 0.544 0.346
132 H -4.464 1.650 -8.525
133 H 4.437 4.545 -2.771
134 H -4.711 1.474 -3.363
135 H 0.089 7.232 0.500
136 H -6.040 0.308 -3.646
137 H -1.678 2.586 4.214
138 H -1.563 4.060 -6.995
139 H 4.135 -4.175 0.648
140 H 0.433 3.824 -3.086
141 H -0.347 4.026 -1.585
142 H 3.594 -9.213 4.232
143 H 5.182 -0.993 -0.362
144 H -1.572 -2.230 1.951
145 H -4.366 -0.682 -0.331
146 H -1.950 1.420 2.851
147 H -4.110 0.652 4.152
148 H 0.840 1.022 2.501
149 H -0.174 -3.362 1.906
150 H 0.897 5.244 -2.138

Mulliken atomic charge list, values in e, 8 entries:
1. Cl -0.109
2. Cl -0.205
3. Cl -0.231
4. Cl -0.217
5. Cl -0.022
6. Cl 0.096
7. Cl -0.154
8. Cl -0.079